1.
This record from the Open Molecules 2025 dataset describes a molecular structure, C5H8O2. The level of theory is the ωB97M-V functional and the def2-TZVPD basis.

Geometry as XYZ:
```
15
Properties=species:S:1:pos:R:3:forces:R:3:mulliken_charge:R:1
C -0.516236 1.798894 0.535084 -0.052 0.015 -0.218 -1.2376
C 0.212534 0.465557 0.624583 -0.231 -0.088 -0.387 0.2958
C -0.537429 -0.809558 0.718263 -0.299 -0.015 0.174 -0.6222
O -0.768661 -1.840818 -0.786987 -0.277 0.665 0.308 -0.6179
C 0.369471 -1.659645 -0.068365 0.312 -0.037 0.232 0.0563
C 0.937945 -0.274483 -0.590775 0.654 0.112 0.091 -0.2403
O 0.403190 0.024136 -1.825063 0.245 -0.199 -0.155 -0.5913
H -1.540708 1.713231 0.916574 0.128 -0.096 -0.149 0.2998
H -0.564749 2.085575 -0.516532 -0.125 0.158 0.045 0.3237
H -0.054683 2.609683 1.113421 0.141 -0.320 -0.248 0.3053
H 1.026683 0.499670 1.375712 -0.633 -0.417 -0.003 0.3827
H -1.563104 -0.987113 0.984579 -0.011 -0.439 0.779 0.4161
H 0.979646 -2.501463 0.266854 -0.091 0.094 -0.192 0.4166
H 2.017408 -0.171540 -0.542464 0.119 0.108 -0.255 0.4243
H -0.263918 -0.702971 -1.944276 0.120 0.458 -0.022 0.3887
```
Forces are in eV/Å.

Orbital gap (Eh): 0.3667

---

2.
This record from the Open Molecules 2025 dataset describes 2 unconnected molecules or ions with the total composition C2H3IN2OS in a non-equilibrium geometry. The level of theory is the ωB97M-V functional and the def2-TZVPD basis.

Geometry as XYZ:
```
10
Properties=species:S:1:pos:R:3:forces:R:3:mulliken_charge:R:1
H -0.930644 -1.092973 0.399776 -0.882 1.431 0.292 0.1737
N -0.043535 -1.407204 0.150008 -0.122 -2.370 -0.232 -0.4982
C 1.030782 -0.987779 -0.214032 -0.684 1.221 1.129 0.5064
O 2.051707 -1.729967 -0.508117 2.876 1.100 -1.226 -0.4837
I 1.623596 1.133163 -0.112226 -0.021 -0.633 -0.298 -0.0550
H 2.030377 -2.659937 -0.332054 -0.977 -0.857 0.363 0.3454
N -1.746726 2.880828 0.036712 0.737 0.291 1.418 -0.3715
C -2.206483 1.772207 -0.026554 0.607 1.209 -0.293 0.4371
S -2.845374 0.398369 -0.377372 -0.512 -0.649 0.017 -0.3746
H -1.120121 3.310997 0.758342 -1.022 -0.744 -1.169 0.3203
```
Forces are in eV/Å.

Orbital gap (Eh): 0.3486

---

3.
This record from the Open Molecules 2025 dataset describes a molecular structure, C24H24ClNPPr in a non-equilibrium geometry. The level of theory is the ωB97M-V functional and the def2-TZVPD basis.

Geometry as XYZ:
```
52
Properties=species:S:1:pos:R:3:forces:R:3:mulliken_charge:R:1
Pr 0.591435 -0.807446 0.337449 0.984 -0.113 0.034 1.3557
Cl 3.085513 -0.410193 0.596107 -1.084 -0.179 -0.201 -0.3532
P -0.004378 -0.011760 -2.479897 -0.138 -0.147 -1.036 0.5313
C -0.694519 1.536893 -3.154700 -0.469 0.569 0.651 0.6435
C -1.915333 1.574390 -3.860899 0.393 0.032 -0.080 -0.5300
C -2.383953 2.786350 -4.382075 0.426 0.073 0.287 -0.5770
C -1.674826 3.972534 -4.134743 0.057 -0.329 0.044 -0.5222
C -0.518227 3.959652 -3.336875 -0.136 -0.273 -0.106 -0.6574
C -0.040141 2.748040 -2.828731 -0.301 -0.118 -0.305 -0.6992
C 1.644295 -0.222984 -3.239125 0.564 0.333 0.098 0.8401
C 2.342976 -1.410079 -2.953579 0.287 0.361 -0.184 -0.6332
C 3.652262 -1.580212 -3.423772 -0.281 -0.091 0.093 -0.7454
C 4.271781 -0.580705 -4.178181 -0.330 0.226 0.051 -0.5542
C 3.591347 0.617429 -4.437418 -0.304 -0.424 0.152 -0.6379
C 2.285287 0.800229 -3.967984 -0.042 -0.332 0.004 -0.3011
C -0.999766 -1.359655 -3.223997 0.206 -0.100 0.300 0.8403
C -1.568811 -2.329687 -2.380512 -0.148 0.057 -0.747 -0.0465
C -2.352417 -3.350211 -2.937996 0.105 0.146 0.119 -0.7002
C -2.558506 -3.398641 -4.321994 0.223 0.256 0.017 -0.5647
C -1.957232 -2.455596 -5.174411 0.352 0.265 0.783 -0.7295
C -1.155890 -1.442062 -4.621376 -0.326 -0.424 0.138 -0.1681
H 1.861117 -2.222968 -2.392302 0.121 0.152 -0.235 0.4591
H 4.177034 -2.510872 -3.207397 -0.110 0.256 -0.099 0.4208
H 5.275390 -0.733131 -4.578853 -0.300 0.038 0.209 0.4063
H 4.058989 1.399503 -5.029088 -0.046 -0.138 0.118 0.4385
H 1.747820 1.722953 -4.200248 0.273 -0.350 0.073 0.4326
H -2.479572 0.654507 -4.035816 0.221 0.385 0.008 0.4142
H -3.290804 2.790455 -4.990481 0.286 0.076 0.266 0.4250
H -2.026808 4.910440 -4.567276 0.104 -0.271 0.180 0.4087
H 0.024266 4.887228 -3.132572 -0.266 -0.347 -0.049 0.4041
H 0.859281 2.729704 -2.205104 -0.224 0.082 -0.259 0.4536
H -1.421335 -2.290942 -1.284686 -0.194 -0.007 -0.401 -0.2619
H -2.808346 -4.091209 -2.279906 0.105 0.151 -0.292 0.4105
H -3.183320 -4.182735 -4.748688 0.161 0.187 0.156 0.4121
H -2.096074 -2.499372 -6.252487 -0.007 -0.065 0.253 0.4354
H -0.663228 -0.708318 -5.266083 -0.200 -0.263 0.201 0.4933
H -1.868081 0.882184 0.039500 -0.162 -0.353 -0.024 0.0379
H -2.219993 0.209410 -0.012826 0.210 0.339 0.050 0.0243
N 0.595815 0.252050 2.573034 0.153 0.699 -0.046 -0.5168
C -0.159858 -0.484768 3.610812 0.506 0.233 -1.178 1.0177
C 0.497847 -1.000743 4.713276 0.194 -0.031 0.323 -0.6546
C -0.258674 -1.698573 5.660155 -0.083 0.192 -0.019 -0.5135
C -1.635159 -1.880599 5.455503 0.184 0.031 0.017 -0.5589
C -2.244323 -1.411959 4.290595 -0.333 0.071 -0.346 -0.6126
C -1.504591 -0.694631 3.339030 -0.103 -0.445 0.309 -0.3223
H 1.602832 0.288386 2.765278 -0.225 -0.163 0.225 0.3363
H 0.329238 1.245301 2.536989 -0.134 -0.310 0.283 0.3364
H 1.581599 -0.826229 4.830098 -0.699 -0.146 0.099 0.3275
H 0.220585 -2.060659 6.575360 -0.219 0.072 -0.423 0.3984
H -2.236806 -2.389004 6.215837 0.279 0.156 -0.370 0.4007
H -3.308708 -1.598560 4.104189 0.472 0.103 0.203 0.3857
H -1.943832 -0.302035 2.405667 -0.003 -0.123 0.657 0.3702
```
Forces are in eV/Å.

Net charge: +2
⟨S²⟩: 2.00
Orbital gap (alpha / beta) (Eh): 0.2211 / 0.2521
Multiplicity: 3

---

Sequential energy above the lowest of the compared OMol25 structures with the same formula, charge and spin output: 94.0; 32.6; 0.0 kcal per mole